{
  "formula": "H18O9",
  "method": "ωB97M-V/def2-TZVPD",
  "largest_force_ev_per_a": 7.75,
  "homo_ev": -9.0,
  "total_energy_ha": -687.82702,
  "smiles": "O.O.O.O.O.O.O.O.O",
  "lumo_ev": -0.15,
  "de_lowest_ev": 5.409,
  "symbols": ["O", "H", "H", "O", "H", "H", "O", "H", "H", "O", "H", "H", "O", "H", "H", "O", "H", "H", "O", "H", "H", "O", "H", "H", "O", "H", "H"],
  "xyz": [[-0.371, -0.238, 0.598], [-1.135, 0.234, 0.949], [0.192, 0.459, 0.242], [-2.600, -1.254, -2.331], [-3.541, -1.466, -2.336], [-2.270, -1.674, -1.529], [3.736, 2.867, 1.512], [4.335, 3.415, 0.993], [2.866, 3.246, 1.342], [3.570, 0.067, -0.063], [2.829, -0.504, -0.294], [3.317, 0.449, 0.785], [1.494, -1.967, -1.772], [0.697, -1.549, -1.427], [2.103, -1.963, -1.025], [-3.691, 4.624, 0.468], [-4.159, 4.741, -0.367], [-3.658, 3.669, 0.587], [3.101, 0.437, -1.782], [3.810, 1.038, -2.036], [2.490, 0.467, -2.526], [0.465, -3.851, 2.872], [1.052, -3.088, 2.894], [-0.419, -3.467, 2.863], [-5.305, -0.928, 0.529], [-5.666, -1.758, 0.198], [-6.035, -0.304, 0.443]]
}



{
  "formula": "C57H130N6O21S5",
  "method": "ωB97M-V/def2-TZVPD",
  "largest_force_ev_per_a": 3.89,
  "homo_ev": -8.7,
  "total_energy_ha": -6149.01650,
  "smiles": "CC1(C)CCCC(C)(C)N1O.CC1(C)CCCC(C)(C)N1O.CC1(C)CCCC(C)(C)N1O.CC1(C)CCCC(C)(C)N1O.CCOS(C)(=O)=O.CCOS(C)(=O)=O.CCOS(C)(=O)=O.CCOS(C)(=O)=O.CCOS(C)(=O)=O.CN(C)C=O.CN(C)C=O",
  "lumo_ev": 0.19,
  "symbols": ["C", "C", "C", "C", "C", "C", "C", "C", "C", "N", "O", "H", "H", "H", "H", "H", "H", "H", "H", "H", "H", "H", "H", "H", "H", "H", "H", "H", "H", "H", "C", "C", "C", "C", "C", "C", "C", "C", "C", "N", "O", "H", "H", "H", "H", "H", "H", "H", "H", "H", "H", "H", "H", "H", "H", "H", "H", "H", "H", "H", "C", "C", "C", "C", "C", "C", "C", "C", "C", "N", "O", "H", "H", "H", "H", "H", "H", "H", "H", "H", "H", "H", "H", "H", "H", "H", "H", "H", "H", "H", "C", "C", "C", "C", "C", "C", "C", "C", "C", "N", "O", "H", "H", "H", "H", "H", "H", "H", "H", "H", "H", "H", "H", "H", "H", "H", "H", "H", "H", "H", "C", "C", "O", "S", "C", "O", "O", "H", "H", "H", "H", "H", "H", "H", "H", "C", "C", "O", "S", "C", "O", "O", "H", "H", "H", "H", "H", "H", "H", "H", "C", "C", "O", "S", "C", "O", "O", "H", "H", "H", "H", "H", "H", "H", "H", "C", "C", "O", "S", "C", "O", "O", "H", "H", "H", "H", "H", "H", "H", "H", "C", "C", "O", "S", "C", "O", "O", "H", "H", "H", "H", "H", "H", "H", "H", "C", "N", "C", "C", "O", "H", "H", "H", "H", "H", "H", "H", "C", "N", "C", "C", "O", "H", "H", "H", "H", "H", "H", "H"],
  "xyz": [[2.133, 0.980, -0.884], [1.107, -0.174, -1.176], [1.454, -0.738, -2.584], [1.228, -1.316, -0.154], [0.721, -1.023, 1.248], [-0.680, -0.467, 1.003], [-0.821, 0.710, 0.039], [-2.300, 0.927, -0.145], [-0.277, 1.913, 0.792], [-0.316, 0.221, -1.209], [-0.414, 1.269, -2.198], [1.934, 1.402, 0.076], [3.200, 0.791, -1.040], [1.905, 1.872, -1.525], [1.399, 0.130, -3.263], [2.396, -1.218, -2.538], [0.665, -1.465, -2.769], [0.611, -2.168, -0.537], [2.289, -1.705, -0.202], [0.558, -1.866, 1.901], [1.338, -0.321, 1.808], [-1.357, -0.091, 1.745], [-1.276, -1.210, 0.527], [-2.515, 1.768, -0.835], [-2.691, 1.117, 0.857], [-2.726, -0.022, -0.515], [-1.004, 2.141, 1.550], [-0.054, 2.817, 0.131], [0.676, 1.847, 1.398], [0.035, 2.045, -1.842], [0.924, -6.750, -2.097], [1.532, -6.052, -0.816], [2.063, -4.749, -1.379], [0.454, -5.860, 0.268], [1.041, -5.501, 1.609], [2.119, -6.487, 2.030], [3.185, -6.700, 0.947], [4.091, -5.442, 0.826], [4.101, -7.892, 1.240], [2.490, -7.038, -0.312], [3.566, -7.077, -1.291], [-0.074, -6.418, -2.303], [1.539, -6.575, -2.992], [0.815, -7.849, -1.930], [1.295, -4.369, -2.078], [2.340, -4.015, -0.619], [2.920, -4.956, -1.979], [-0.300, -5.133, 0.001], [-0.138, -6.773, 0.330], [1.483, -4.510, 1.613], [0.301, -5.348, 2.391], [1.619, -7.464, 2.207], [2.620, -6.248, 2.975], [4.723, -5.624, -0.043], [4.748, -5.415, 1.736], [3.536, -4.515, 0.823], [3.581, -8.812, 0.994], [4.286, -7.966, 2.294], [5.036, -7.965, 0.662], [3.557, -8.037, -1.510], [5.173, -2.652, 5.406], [4.065, -2.315, 4.383], [3.258, -3.586, 4.167], [3.083, -1.204, 4.864], [3.718, 0.173, 4.716], [4.118, 0.394, 3.260], [5.136, -0.609, 2.844], [5.387, -0.432, 1.349], [6.406, -0.334, 3.586], [4.610, -1.948, 3.045], [5.729, -2.814, 2.784], [5.744, -1.830, 5.860], [4.627, -3.107, 6.223], [5.850, -3.392, 4.950], [2.631, -3.470, 3.312], [4.034, -4.301, 3.924], [2.692, -3.957, 5.033], [2.195, -1.337, 4.284], [2.870, -1.551, 5.867], [2.937, 0.872, 4.994], [4.590, 0.432, 5.339], [4.565, 1.383, 3.087], [3.183, 0.231, 2.597], [5.887, 0.497, 1.136], [4.485, -0.478, 0.796], [5.979, -1.227, 0.969], [7.264, -0.881, 3.132], [6.491, -0.555, 4.678], [6.644, 0.751, 3.459], [5.420, -3.238, 1.942], [-6.801, 5.096, -1.782], [-5.505, 5.881, -2.141], [-5.444, 6.388, -3.566], [-5.452, 6.933, -1.027], [-4.102, 7.680, -0.865], [-3.068, 6.653, -0.638], [-3.035, 5.545, -1.741], [-2.494, 5.994, -3.114], [-2.055, 4.459, -1.277], [-4.379, 4.964, -1.818], [-4.314, 3.936, -2.820], [-7.660, 5.774, -1.741], [-6.989, 4.232, -2.449], [-6.630, 4.776, -0.753], [-5.041, 5.653, -4.277], [-6.446, 6.755, -3.903], [-4.674, 7.137, -3.578], [-6.206, 7.679, -1.206], [-5.748, 6.466, -0.089], [-3.857, 8.185, -1.769], [-4.300, 8.470, -0.096], [-3.139, 6.187, 0.359], [-2.081, 7.163, -0.640], [-2.742, 5.299, -3.900], [-1.400, 6.062, -3.094], [-2.907, 6.885, -3.545], [-1.069, 4.949, -1.059], [-1.915, 3.595, -1.958], [-2.288, 4.019, -0.298], [-4.925, 3.193, -2.500], [-1.593, -3.226, -3.669], [-2.657, -2.305, -3.058], [-3.195, -3.019, -1.872], [-4.679, -3.382, -1.882], [-5.508, -1.805, -1.814], [-4.978, -3.882, -3.226], [-4.964, -4.143, -0.708], [-0.685, -3.419, -3.095], [-1.235, -2.891, -4.616], [-1.988, -4.204, -3.834], [-2.266, -1.321, -2.751], [-3.471, -2.072, -3.710], [-5.304, -1.471, -0.802], [-6.548, -2.042, -1.938], [-5.216, -1.074, -2.570], [-1.451, 2.249, -6.157], [-0.974, 3.627, -5.720], [-1.512, 4.646, -6.590], [-0.852, 6.104, -6.597], [-2.332, 7.063, -6.382], [-0.023, 6.357, -5.446], [-0.186, 6.390, -7.860], [-1.019, 1.594, -5.395], [-1.053, 1.765, -7.089], [-2.524, 2.247, -6.116], [-1.284, 3.766, -4.677], [0.088, 3.681, -5.764], [-1.994, 8.003, -5.960], [-2.980, 6.478, -5.788], [-2.759, 7.206, -7.420], [5.000, -3.952, -4.246], [5.944, -3.691, -3.043], [6.510, -2.347, -3.072], [5.803, -1.080, -2.531], [5.139, -0.353, -3.921], [4.795, -1.502, -1.640], [6.835, -0.217, -2.095], [4.019, -3.519, -4.048], [4.757, -5.003, -4.443], [5.375, -3.550, -5.185], [5.446, -3.807, -2.052], [6.834, -4.380, -3.068], [4.241, -0.946, -4.168], [5.818, -0.342, -4.744], [4.979, 0.704, -3.627], [-7.653, 0.195, 2.887], [-6.235, 0.617, 2.520], [-5.991, 0.541, 1.093], [-6.087, 1.880, 0.256], [-4.928, 2.986, 1.042], [-5.632, 1.479, -1.055], [-7.424, 2.394, 0.373], [-7.860, -0.803, 2.580], [-8.295, 0.988, 2.466], [-7.827, 0.380, 3.949], [-6.169, 1.677, 2.822], [-5.416, 0.195, 3.084], [-4.315, 2.346, 1.677], [-5.466, 3.569, 1.732], [-4.397, 3.512, 0.295], [0.182, 4.073, 5.187], [-0.328, 2.898, 4.316], [-1.070, 2.130, 5.372], [-1.996, 0.912, 4.862], [-2.743, 0.543, 6.408], [-2.996, 1.389, 3.912], [-1.141, -0.169, 4.471], [0.973, 3.733, 5.872], [-0.715, 4.344, 5.709], [0.395, 4.913, 4.531], [-1.050, 3.277, 3.586], [0.427, 2.269, 3.828], [-3.654, -0.022, 6.126], [-3.041, 1.422, 6.893], [-2.165, -0.092, 7.092], [-4.040, -4.128, 2.697], [-4.847, -3.151, 3.396], [-6.317, -3.134, 3.366], [-4.261, -2.189, 4.141], [-4.844, -1.310, 4.747], [-4.098, -3.891, 1.611], [-4.418, -5.139, 2.745], [-2.973, -4.075, 3.053], [-6.724, -4.100, 3.617], [-6.646, -2.525, 4.141], [-6.702, -2.845, 2.402], [-3.138, -2.237, 4.158], [7.649, 2.396, -0.230], [6.390, 2.652, -0.819], [5.323, 3.122, 0.133], [6.037, 2.434, -2.094], [4.937, 2.508, -2.569], [7.668, 1.448, 0.274], [7.886, 3.268, 0.464], [8.390, 2.333, -1.067], [4.868, 2.280, 0.663], [5.806, 3.767, 0.850], [4.549, 3.622, -0.469], [6.995, 2.234, -2.672]]
}



{
  "formula": "C2H12O5",
  "method": "ωB97M-V/def2-TZVPD",
  "largest_force_ev_per_a": 1.63,
  "homo_ev": -9.7,
  "total_energy_ha": -459.56905,
  "smiles": "OCCO.O.O.O",
  "lumo_ev": 0.44,
  "de_lowest_ev": 0.671,
  "symbols": ["O", "C", "C", "O", "H", "H", "H", "H", "H", "H", "O", "H", "H", "O", "H", "H", "O", "H", "H"],
  "xyz": [[-0.591, 0.202, 1.696], [-0.643, 1.426, 1.013], [0.786, 1.948, 0.876], [1.171, 2.599, 2.073], [-0.342, -0.427, 1.006], [-1.175, 1.200, 0.085], [-1.285, 2.127, 1.548], [0.845, 2.651, 0.042], [1.482, 1.166, 0.563], [0.987, 1.925, 2.737], [0.638, -1.148, -1.750], [0.651, -1.764, -1.011], [-0.122, -1.412, -2.279], [1.183, -1.734, 0.824], [1.189, -2.507, 1.395], [1.865, -1.161, 1.183], [-1.905, -1.564, -3.131], [-2.836, -1.420, -2.945], [-1.896, -2.108, -3.923]]
}



{
  "formula": "C5H9N",
  "method": "ωB97M-V/def2-TZVPD",
  "largest_force_ev_per_a": 5.24,
  "homo_ev": [-14.2, -14.0],
  "total_energy_ha": -250.31140,
  "total_charge": 1,
  "lumo_ev": [-4.68, -7.51],
  "multiplicity": 2,
  "de_lowest_ev": 1.556,
  "s_squared": 0.766,
  "symbols": ["N", "C", "C", "C", "C", "C", "H", "H", "H", "H", "H", "H", "H", "H", "H"],
  "xyz": [[-0.081, -1.996, -1.376], [0.377, -1.022, -0.436], [1.620, -1.291, 0.041], [-0.855, 2.218, 0.951], [-0.582, 0.730, 0.961], [-0.489, 0.087, -0.259], [-0.571, -1.574, -2.155], [0.548, -2.755, -1.592], [2.128, -2.215, -0.222], [2.246, -0.593, 0.590], [-1.915, 2.473, 1.016], [-0.508, 2.550, -0.030], [-0.402, 2.747, 1.794], [-0.514, 0.051, 1.800], [-1.003, 0.592, -1.082]]
}



{
  "formula": "C4H10NO",
  "method": "ωB97M-V/def2-TZVPD",
  "largest_force_ev_per_a": 3.79,
  "homo_ev": -13.3,
  "total_energy_ha": -287.98467,
  "total_charge": 1,
  "lumo_ev": -4.13,
  "de_lowest_ev": 4.855,
  "symbols": ["C", "C", "C", "C", "N", "O", "H", "H", "H", "H", "H", "H", "H", "H", "H", "H"],
  "xyz": [[-1.695, -0.214, 0.436], [1.454, 0.160, 0.680], [-2.888, 0.191, -0.302], [1.874, -1.166, 0.162], [1.749, 1.174, -0.284], [-0.580, 0.161, 0.293], [-1.908, -0.907, 1.217], [-3.495, 0.610, 0.579], [-3.491, -0.613, -0.546], [-2.628, 0.963, -1.081], [1.528, -1.859, 1.013], [2.944, -1.408, 0.069], [1.492, -1.606, -0.754], [1.939, 0.985, -1.304], [2.645, 1.607, -0.035], [1.061, 1.922, -0.141]]
}



{
  "formula": "H4N4",
  "method": "ωB97M-V/def2-TZVPD",
  "largest_force_ev_per_a": 2.85,
  "homo_ev": -8.4,
  "total_energy_ha": -221.41030,
  "smiles": "N#N.NN",
  "lumo_ev": 1.50,
  "de_lowest_ev": 0.064,
  "symbols": ["N", "N", "N", "N", "H", "H", "H", "H"],
  "xyz": [[1.599, 0.499, -0.196], [1.867, -0.497, 0.211], [-1.529, -0.681, -0.199], [-1.183, 0.667, 0.186], [-0.666, -1.082, -0.570], [-1.598, -1.161, 0.689], [-2.041, 1.109, 0.531], [-0.974, 1.212, -0.664]]
}



{
  "formula": "C20H42BIO6P",
  "method": "ωB97M-V/def2-TZVPD",
  "largest_force_ev_per_a": 1.52,
  "homo_ev": -4.0,
  "total_energy_ha": -1902.68509,
  "total_charge": -1,
  "lumo_ev": 2.49,
  "symbols": ["C", "C", "C", "O", "C", "C", "C", "O", "C", "O", "O", "B", "P", "C", "C", "O", "C", "I", "C", "C", "O", "C", "C", "H", "H", "H", "H", "H", "H", "H", "H", "H", "H", "H", "H", "H", "H", "H", "H", "H", "H", "H", "H", "H", "H", "H", "H", "H", "H", "H", "H", "C", "C", "C", "C", "C", "C", "H", "H", "H", "H", "H", "H", "H", "H", "H", "H", "H", "H", "H", "H"],
  "xyz": [[-1.161, -3.712, -0.124], [-1.110, -2.825, 1.131], [-0.190, -1.605, 1.021], [-0.903, -0.398, 0.767], [-0.880, 0.105, -0.553], [0.209, 1.191, -0.641], [1.672, 0.776, -0.540], [1.983, -0.516, -1.094], [3.275, -0.673, -1.392], [3.905, -1.635, -1.125], [-0.739, -0.896, -1.495], [-1.326, -0.387, -2.771], [0.022, 0.414, -3.995], [1.031, -1.090, -4.380], [-1.011, 0.444, -5.536], [-2.315, 0.657, -2.286], [-2.300, 0.684, -0.928], [-2.580, 2.843, -0.343], [-3.484, -0.064, -0.261], [-4.357, -0.851, -1.217], [-3.751, -2.086, -1.548], [-4.219, -2.623, -2.767], [-3.328, -3.797, -3.169], [-0.528, -4.596, -0.007], [-2.178, -4.069, -0.310], [-0.846, -3.150, -1.006], [-2.111, -2.470, 1.397], [-0.768, -3.422, 1.985], [0.566, -1.768, 0.250], [0.331, -1.444, 1.974], [0.059, 1.787, -1.542], [0.039, 1.844, 0.219], [2.014, 0.787, 0.501], [2.269, 1.528, -1.077], [3.685, 0.166, -1.986], [-1.908, -1.271, -3.389], [0.414, -1.903, -4.782], [1.798, -0.839, -5.121], [1.528, -1.444, -3.474], [-1.999, 0.853, -5.300], [-1.154, -0.569, -5.927], [-0.553, 1.056, -6.319], [-3.107, -0.731, 0.517], [-4.139, 0.655, 0.232], [-5.315, -1.057, -0.710], [-4.555, -0.265, -2.123], [-5.264, -2.956, -2.647], [-4.196, -1.840, -3.537], [-2.710, -3.543, -4.032], [-2.652, -4.035, -2.344], [-3.918, -4.686, -3.410], [1.995, 4.195, 5.963], [3.199, 4.011, 5.044], [2.820, 3.659, 3.606], [2.049, 2.347, 3.448], [2.760, 1.108, 3.990], [4.086, 0.814, 3.296], [1.406, 3.280, 6.041], [2.307, 4.471, 6.971], [1.338, 4.982, 5.587], [3.857, 3.240, 5.456], [3.785, 4.934, 5.033], [3.729, 3.625, 2.999], [2.212, 4.468, 3.191], [1.840, 2.195, 2.385], [1.071, 2.435, 3.928], [2.095, 0.250, 3.864], [2.924, 1.209, 5.067], [3.940, 0.670, 2.223], [4.544, -0.095, 3.690], [4.802, 1.627, 3.431]]
}



{
  "formula": "C6H10O",
  "method": "ωB97M-V/def2-TZVPD",
  "largest_force_ev_per_a": 2.26,
  "homo_ev": -8.4,
  "total_energy_ha": -309.75529,
  "smiles": "C1=CCCOCC1",
  "lumo_ev": 1.12,
  "de_lowest_ev": 2.370,
  "symbols": ["C", "C", "C", "C", "O", "C", "C", "H", "H", "H", "H", "H", "H", "H", "H", "H", "H"],
  "xyz": [[0.930, 1.031, -0.746], [0.534, -0.159, -1.217], [0.506, -1.445, -0.404], [-0.961, -1.423, 0.057], [-1.342, -0.047, -0.197], [-0.769, 1.027, 0.786], [0.778, 1.289, 0.727], [0.843, 1.910, -1.383], [0.189, -0.244, -2.240], [0.805, -2.304, -1.021], [1.199, -1.395, 0.443], [-1.578, -2.145, -0.520], [-1.146, -1.651, 1.113], [-1.149, 0.623, 1.710], [-1.270, 1.967, 0.502], [1.082, 2.325, 0.981], [1.349, 0.640, 1.408]]
}